Entry 1:
{"formula": "C8H21ClN2Si", "method": "ωB97M-V with the def2-TZVPD basis set", "homo_lumo_gap_ev": 8.54, "homo_energy_ev": -7.87, "smiles": "CC(C)(C)N[SiH](Cl)NC(C)(C)C", "spin_multiplicity": 1, "energy_ha": -1176.60856, "species": ["C", "C", "C", "C", "N", "Si", "Cl", "N", "C", "C", "C", "C", "H", "H", "H", "H", "H", "H", "H", "H", "H", "H", "H", "H", "H", "H", "H", "H", "H", "H", "H", "H", "H"], "coordinates": [[-3.55162, 0.28378, 0.23664], [-2.26157, -0.59522, -0.01363], [-1.57460, -0.28935, -1.40150], [-2.74329, -2.02859, 0.01145], [-1.28474, -0.46123, 1.06395], [-0.41503, 0.86945, 1.71491], [-1.52657, 2.57423, 1.77417], [1.42746, 1.47944, 0.57694], [2.32855, 0.60418, -0.06659], [3.74844, 1.24422, 0.03309], [2.31603, -0.79915, 0.72470], [2.03994, 0.36391, -1.57866], [-3.46831, 1.22949, -0.20094], [-4.36216, -0.07476, -0.45855], [-3.79925, 0.26519, 1.26543], [-1.10220, 0.64552, -1.29040], [-2.32668, -0.22069, -2.11947], [-0.73797, -1.03441, -1.55579], [-1.73547, -2.68182, -0.19477], [-3.16219, -2.17273, 1.05186], [-3.49000, -2.28327, -0.73671], [-0.79873, -1.33586, 1.02626], [0.18301, 0.40399, 3.00021], [1.30320, 2.31180, 0.01173], [3.78943, 1.95626, -0.69624], [3.89669, 1.66758, 1.06041], [4.44207, 0.50802, -0.21756], [1.26483, -1.06439, 0.93898], [2.93230, -0.76270, 1.59315], [2.94781, -1.49686, 0.21157], [0.99755, 0.03206, -1.62965], [2.18595, 1.32010, -2.11633], [2.53713, -0.45820, -2.01864]], "atomic_forces_ev_per_a": [[0.55, -1.89, -2.46], [-1.08, 1.06, -1.30], [0.67, -1.41, 2.80], [2.33, -1.46, 0.94], [-0.35, 0.60, 0.11], [3.31, -0.02, -2.28], [0.14, -0.15, 0.08], [-3.85, 0.14, 2.22], [1.45, -2.13, 0.48], [-1.94, -1.13, 2.71], [0.06, 1.98, -1.14], [-1.53, 0.80, 1.28], [0.68, 2.01, 0.17], [0.45, -0.42, 1.14], [-0.53, 0.16, 0.86], [0.58, 1.34, -0.10], [-0.91, -0.29, -1.68], [-1.28, 0.57, -0.26], [-2.60, 0.96, 0.70], [0.51, -0.47, -1.16], [0.10, 0.14, -0.06], [0.70, -0.29, 0.68], [-0.28, 0.40, -0.40], [-0.40, 0.13, 0.19], [0.31, 2.37, -1.73], [0.04, -0.43, -1.01], [1.57, -1.23, -0.20], [0.87, -0.46, -0.22], [-0.19, 0.75, 1.42], [-0.56, -0.93, -1.08], [0.03, 0.53, -0.21], [-0.15, -0.63, -0.02], [1.30, -0.60, -0.46]], "nbo_charge": [-0.62, 0.14, -0.62, -0.60, -1.12, 1.58, -0.36, -0.99, 0.14, -0.61, -0.62, -0.64, 0.22, 0.21, 0.22, 0.21, 0.21, 0.21, 0.19, 0.22, 0.22, 0.40, -0.17, 0.36, 0.19, 0.22, 0.19, 0.18, 0.22, 0.21, 0.21, 0.20, 0.21]}


Entry 2:
{"formula": "C8H22CrN2O10S2", "method": "ωB97M-V with the def2-TZVPD basis set", "homo_lumo_gap_ev": [3.57, 5.66], "homo_energy_ev": [0.38, -1.71], "s_squared": 6.0087, "total_charge": -2, "spin_multiplicity": 5, "energy_ha": -3020.88130, "species": ["Cr", "S", "O", "O", "O", "O", "S", "O", "O", "O", "O", "C", "C", "C", "O", "C", "N", "H", "H", "H", "H", "H", "H", "H", "H", "H", "H", "H", "C", "C", "C", "O", "C", "N", "H", "H", "H", "H", "H", "H", "H", "H", "H", "H", "H"], "coordinates": [[-31.82264, 2.96228, -13.93334], [-30.72408, 5.33592, -14.71904], [-30.83954, 4.85328, -13.32477], [-31.59770, 6.47196, -14.99666], [-29.37200, 5.63900, -15.14213], [-31.28918, 4.18751, -15.50249], [-34.50429, 2.41846, -14.12614], [-35.39220, 2.77908, -15.23348], [-33.95666, 3.69633, -13.57409], [-35.12819, 1.58728, -13.05620], [-33.28415, 1.72185, -14.59742], [-31.95762, 3.35633, -9.85852], [-31.30138, 2.38000, -10.81564], [-30.98626, 1.01004, -10.20137], [-29.94113, 1.07170, -9.23696], [-29.27129, -0.16124, -9.05028], [-32.25224, 2.12970, -11.95770], [-32.85124, 3.01146, -9.34180], [-32.10331, 4.34604, -10.28792], [-31.19147, 3.50459, -9.07730], [-30.30447, 2.66359, -11.16096], [-30.63032, 0.42679, -11.06799], [-31.81296, 0.46415, -9.72128], [-28.80673, -0.02921, -8.07277], [-28.57761, -0.36719, -9.87450], [-29.97759, -1.00315, -9.04797], [-32.48123, 1.13410, -12.01770], [-33.13910, 2.46999, -11.59267], [-30.40525, 1.43254, -16.50225], [-29.76181, 0.90594, -15.22067], [-28.39159, 0.31980, -15.39638], [-28.10152, -0.46922, -14.21667], [-26.86508, -1.13372, -14.34702], [-29.91043, 1.84179, -14.08024], [-31.41709, 1.80519, -16.36640], [-30.49779, 0.66873, -17.28502], [-29.82813, 2.24560, -16.95372], [-30.39448, 0.02284, -15.03751], [-27.63121, 1.11515, -15.40214], [-28.31022, -0.32044, -16.27676], [-26.04184, -0.50722, -14.00557], [-26.73012, -1.61486, -15.31882], [-26.92525, -1.99846, -13.67464], [-29.40182, 1.29368, -13.36846], [-29.19140, 2.56576, -14.23216]], "atomic_forces_ev_per_a": [[-0.45, 1.86, 0.36], [-1.83, 2.07, -1.97], [0.46, -0.87, 1.62], [0.18, 0.40, 0.69], [1.42, -0.48, 0.30], [0.11, -1.86, -0.55], [-2.10, 2.15, 0.73], [-0.21, -1.13, 0.15], [-0.25, -0.09, 0.79], [0.22, 0.30, -0.59], [1.49, -1.90, -1.27], [1.96, 0.56, 0.92], [-1.17, -1.43, -0.09], [0.45, -0.41, -0.11], [0.05, 0.20, -0.17], [-0.70, 0.56, -0.11], [0.44, -0.32, 1.41], [-0.17, -0.30, -0.40], [-0.24, -0.16, -0.34], [-0.34, 0.13, 0.10], [-0.34, 0.83, -0.23], [-0.11, -0.22, 0.18], [-0.31, 0.32, -0.34], [0.39, -0.53, -0.20], [0.26, 0.14, 0.22], [-0.03, 0.06, 0.29], [0.33, 0.07, -0.39], [-0.30, 0.45, -0.87], [0.62, 0.53, -0.89], [-2.07, -0.84, -1.00], [0.67, 0.50, 1.13], [0.05, -0.14, -0.87], [-0.76, -0.88, 1.05], [2.87, -1.34, -0.17], [0.03, 0.07, 0.43], [0.25, -0.28, 0.31], [-0.07, 0.14, 0.18], [0.06, 0.18, 0.67], [-0.01, 0.01, -0.50], [-0.09, 0.08, -0.14], [0.29, 0.10, -0.45], [0.20, 0.57, -0.34], [0.14, 0.20, 0.22], [-0.71, 0.31, 0.43], [-0.67, 0.42, -0.20]], "nbo_charge": [1.20, 2.59, -1.07, -1.05, -1.07, -1.05, 2.58, -1.04, -1.08, -1.09, -1.08, -0.63, -0.06, -0.06, -0.56, -0.24, -0.82, 0.20, 0.25, 0.20, 0.20, 0.16, 0.16, 0.18, 0.17, 0.16, 0.38, 0.42, -0.62, -0.08, -0.07, -0.56, -0.25, -0.82, 0.28, 0.19, 0.22, 0.19, 0.16, 0.17, 0.17, 0.16, 0.18, 0.36, 0.38]}


Relative energy (zero: lowest compared OMol25 entry of this formula, charge and spin), record by record: 1.267, 0.000 eV